{
  "formula": "C55H135N9O13",
  "method": "the ωB97M-V functional and the def2-TZVPD basis",
  "total_charge": 0,
  "homo_ev": -8.224,
  "smiles": "CC1(C)CCCC(C)(C)N1O.CC1(C)CCCC(C)(C)N1O.CC1(C)CCCC(C)(C)N1O.COC[C@H](C)N.COC[C@H](C)N.COC[C@H](C)N.COC[C@H](C)N.COC[C@H](C)N.COC[C@H](C)N.OCCO.OCCO",
  "max_force_ev_per_a": 3.23,
  "e_above_lowest_kcal_mol": 22.0,
  "lumo_ev": 0.35,
  "symbols": ["C", "C", "C", "C", "C", "C", "C", "C", "C", "N", "O", "H", "H", "H", "H", "H", "H", "H", "H", "H", "H", "H", "H", "H", "H", "H", "H", "H", "H", "H", "C", "C", "C", "C", "C", "C", "C", "C", "C", "N", "O", "H", "H", "H", "H", "H", "H", "H", "H", "H", "H", "H", "H", "H", "H", "H", "H", "H", "H", "H", "C", "C", "C", "C", "C", "C", "C", "C", "C", "N", "O", "H", "H", "H", "H", "H", "H", "H", "H", "H", "H", "H", "H", "H", "H", "H", "H", "H", "H", "H", "C", "O", "C", "C", "C", "N", "H", "H", "H", "H", "H", "H", "H", "H", "H", "H", "H", "C", "O", "C", "C", "C", "N", "H", "H", "H", "H", "H", "H", "H", "H", "H", "H", "H", "C", "O", "C", "C", "C", "N", "H", "H", "H", "H", "H", "H", "H", "H", "H", "H", "H", "C", "O", "C", "C", "C", "N", "H", "H", "H", "H", "H", "H", "H", "H", "H", "H", "H", "C", "O", "C", "C", "C", "N", "H", "H", "H", "H", "H", "H", "H", "H", "H", "H", "H", "C", "O", "C", "C", "C", "N", "H", "H", "H", "H", "H", "H", "H", "H", "H", "H", "H", "O", "C", "C", "O", "H", "H", "H", "H", "H", "H", "O", "C", "C", "O", "H", "H", "H", "H", "H", "H"],
  "positions_angstrom": [[-3.77115, 1.97628, -5.40087], [-2.33169, 1.39686, -5.71181], [-2.26883, -0.19145, -5.44576], [-2.10632, 1.76862, -7.20679], [-0.62808, 1.67555, -7.65259], [0.21120, 2.53235, -6.73289], [0.08502, 2.25026, -5.25045], [0.84375, 0.90132, -4.81377], [0.70104, 3.43027, -4.55921], [-1.35720, 2.20708, -4.87018], [-1.59186, 1.91989, -3.54407], [-4.45955, 1.73958, -6.21216], [-4.14868, 1.56927, -4.46283], [-3.67705, 3.05959, -5.47625], [-1.99331, -0.52500, -4.44529], [-3.21689, -0.61614, -5.77580], [-1.56036, -0.61969, -6.15483], [-2.55513, 0.94271, -7.75865], [-2.61308, 2.68462, -7.51050], [-0.17678, 0.68406, -7.68944], [-0.50211, 2.12937, -8.63559], [-0.04002, 3.55047, -7.03023], [1.23833, 2.37336, -7.06125], [0.37559, 0.03260, -5.27665], [0.82876, 0.76795, -3.73206], [1.90805, 0.95273, -5.04338], [0.15482, 4.37091, -4.48905], [1.70015, 3.51534, -4.98657], [0.84201, 3.15888, -3.51299], [-2.07295, 2.66883, -3.18456], [-4.25262, 3.40523, 3.76644], [-4.60467, 1.92683, 4.07529], [-5.71700, 1.55369, 3.18207], [-3.32047, 1.13553, 3.60373], [-3.26591, -0.23701, 4.17521], [-3.43900, -0.20968, 5.70733], [-4.75313, 0.47400, 6.20644], [-6.01898, -0.41550, 5.91547], [-4.54546, 0.74148, 7.69591], [-4.84286, 1.79712, 5.55315], [-5.82418, 2.65727, 6.05684], [-3.92036, 3.55561, 2.73926], [-5.16090, 3.94525, 4.03385], [-3.43790, 3.78166, 4.38501], [-6.47227, 2.33783, 3.23484], [-5.35591, 1.37638, 2.16902], [-6.07864, 0.53865, 3.34642], [-3.27412, 0.91246, 2.53781], [-2.47528, 1.73488, 3.94216], [-4.04890, -0.90332, 3.81316], [-2.33130, -0.69128, 3.84621], [-2.62721, 0.34535, 6.17748], [-3.53174, -1.24214, 6.04428], [-6.15748, -0.79250, 4.90217], [-6.93236, 0.15146, 6.09545], [-6.02516, -1.28856, 6.56802], [-5.33670, 1.35598, 8.12537], [-3.68851, 1.33783, 8.00912], [-4.55143, -0.16715, 8.29795], [-5.29448, 3.11339, 6.71484], [4.41553, 2.09317, -0.53403], [4.62850, 2.52391, -2.02213], [4.11175, 1.40493, -2.96738], [3.79012, 3.80026, -2.16990], [4.09365, 4.63179, -3.41004], [5.63979, 4.91234, -3.43098], [6.55734, 3.61501, -3.39637], [6.42425, 2.81065, -4.76892], [7.97931, 4.12470, -3.21842], [6.08450, 2.83424, -2.25878], [6.92301, 1.81172, -1.83387], [4.60109, 2.96719, 0.09027], [3.36433, 1.90223, -0.31811], [5.06321, 1.24416, -0.31539], [4.81282, 0.58195, -3.10635], [3.30497, 0.85035, -2.48816], [3.65885, 1.77743, -3.88620], [2.71622, 3.63829, -2.07707], [4.11377, 4.45389, -1.35989], [3.79073, 4.00765, -4.25075], [3.56590, 5.58383, -3.46652], [5.81658, 5.46291, -2.50701], [5.82147, 5.58466, -4.26947], [5.40130, 2.67258, -5.11907], [6.82737, 1.79967, -4.70967], [6.93705, 3.23732, -5.63095], [8.27826, 4.53242, -4.18408], [8.74373, 3.43137, -2.86763], [8.03020, 4.87610, -2.43044], [6.95828, 1.23291, -2.59894], [3.90505, -3.80579, -1.62138], [4.72040, -4.74184, -2.27905], [6.13542, -4.51995, -2.25298], [6.99052, -5.64219, -2.88505], [7.01799, -6.86484, -1.96495], [8.27116, -5.08249, -3.18000], [3.87740, -4.07579, -0.56571], [2.91337, -3.65835, -2.04909], [4.26837, -2.77854, -1.65066], [6.35440, -3.58873, -2.77545], [6.46666, -4.29338, -1.23955], [6.49311, -5.82923, -3.83674], [7.32784, -6.58410, -0.95833], [7.59350, -7.69359, -2.37731], [6.04389, -7.33127, -1.81775], [8.89119, -5.83863, -3.43279], [8.12099, -4.53266, -4.01381], [2.42958, 1.21369, 3.01383], [2.13319, 1.73327, 4.32572], [1.04891, 1.02639, 4.94625], [0.91876, 1.61346, 6.41807], [2.21785, 1.61455, 7.19912], [-0.06976, 0.85837, 7.22349], [3.33704, 1.68827, 2.64048], [1.61027, 1.30991, 2.30140], [2.70623, 0.16105, 3.07312], [0.12503, 1.21458, 4.39933], [1.11768, -0.06047, 4.99209], [0.60649, 2.64666, 6.26608], [2.05963, 2.13491, 8.14373], [3.02965, 1.88131, 6.52242], [2.44797, 0.57712, 7.44178], [-0.90407, 0.69215, 6.67906], [0.25651, -0.04619, 7.53241], [0.62513, -2.49701, 0.89938], [0.51689, -1.21368, 1.40370], [-0.65376, -0.48170, 1.17842], [-0.69223, -0.01937, -0.27840], [0.28434, 0.99201, -0.55949], [-1.99614, 0.34762, -0.75510], [0.21202, -2.66602, -0.09504], [0.09447, -3.16211, 1.58066], [1.66837, -2.81284, 0.89794], [-1.62248, -0.85371, 1.51199], [-0.57746, 0.29671, 1.93760], [-0.40537, -0.88394, -0.87700], [0.18503, 1.22566, -1.61951], [1.25523, 0.66243, -0.18956], [0.03768, 1.89649, -0.00345], [-2.20115, 1.32824, -0.62681], [-1.85865, 0.34394, -1.75570], [0.13758, -2.46045, 4.88103], [-0.22080, -3.79451, 5.17420], [0.24801, -4.81684, 4.23195], [0.11712, -6.27552, 4.82568], [0.41727, -7.33045, 3.77827], [-1.21937, -6.58543, 5.40016], [-0.40625, -2.18507, 3.97742], [1.20015, -2.28489, 4.71304], [-0.13254, -1.80743, 5.71092], [-0.35031, -4.78631, 3.32136], [1.29493, -4.73706, 3.93921], [0.84741, -6.49094, 5.60566], [0.26035, -8.31500, 4.21889], [1.47047, -7.34498, 3.49782], [-0.08677, -7.20797, 2.81960], [-1.83691, -6.48627, 4.60712], [-1.47623, -5.84200, 6.03373], [-0.61532, 6.57260, 4.23311], [-0.54574, 6.34525, 2.81662], [-0.82664, 4.94155, 2.59672], [-0.82750, 4.75810, 1.07262], [0.35653, 5.30818, 0.33131], [-2.05859, 5.30547, 0.53607], [-1.61107, 6.29436, 4.57830], [-0.50667, 7.60535, 4.56436], [0.13310, 6.12194, 4.88493], [0.06380, 4.48331, 3.02710], [-1.71498, 4.47165, 3.01880], [-0.82469, 3.67340, 0.96531], [1.29489, 4.98866, 0.78461], [0.37548, 6.39790, 0.31509], [0.36356, 4.94886, -0.69774], [-2.85130, 5.04698, 1.10606], [-2.06403, 6.30442, 0.68495], [-2.64091, -8.65997, -5.22955], [-2.20433, -8.26165, -3.96463], [-1.53949, -6.95564, -3.90737], [-1.11291, -6.77825, -2.40769], [-0.74508, -5.31194, -2.10272], [0.06110, -7.51802, -2.13496], [-3.32930, -7.95353, -5.69341], [-3.17269, -9.61021, -5.18099], [-1.86202, -8.71795, -5.98985], [-0.71572, -6.95108, -4.62115], [-2.30652, -6.20961, -4.11522], [-1.91461, -7.11943, -1.75275], [-1.61016, -4.67292, -2.27994], [0.15338, -4.88894, -2.55210], [-0.63108, -5.28999, -1.01891], [-0.15961, -8.45440, -2.44250], [0.65265, -7.16890, -2.87542], [-4.39721, -1.14974, -0.49782], [-3.88259, -2.42132, -0.37592], [-4.17552, -3.17051, 1.02280], [-2.99494, -3.01259, 1.89917], [-3.60025, -0.63030, -0.36880], [-4.42782, -2.83264, -1.22541], [-2.86816, -2.62253, -0.72025], [-4.39047, -4.22076, 0.82565], [-5.11746, -2.69014, 1.28756], [-3.28768, -3.31937, 2.76045], [-4.98815, 5.10447, -0.57166], [-5.07804, 3.93725, -1.36971], [-4.08969, 2.82742, -0.91189], [-2.72608, 3.25110, -1.02065], [-5.26253, 5.83842, -1.12631], [-6.01096, 3.42903, -1.12583], [-5.10009, 4.04691, -2.45395], [-4.25907, 2.03562, -1.64159], [-4.34643, 2.47740, 0.08794], [-2.64598, 3.99099, -0.41422]],
  "forces_ev_per_a": [[1.2, -0.7, -0.4], [-0.1, 0.5, 0.6], [0.0, 1.4, -1.4], [1.0, -2.4, -0.1], [-0.2, 1.0, 0.5], [0.0, -0.4, -1.1], [-0.8, -1.1, 0.9], [-0.5, 1.2, -0.3], [1.0, -0.5, 1.6], [-1.0, 0.1, -2.8], [0.5, -0.7, 1.1], [0.0, -0.5, 0.0], [-0.1, 0.4, 0.1], [-0.1, 0.1, 0.7], [-0.2, 0.4, 0.0], [-0.2, 0.0, 0.4], [0.3, 0.0, 0.1], [-0.7, 0.1, -0.1], [0.3, 0.2, 0.2], [-0.6, -0.3, 0.0], [-0.2, -0.3, -0.3], [0.0, 0.4, 0.7], [0.3, 0.2, 0.4], [0.2, 0.1, -0.1], [-0.4, 0.1, 0.0], [0.0, 0.0, -0.4], [-0.1, -0.1, -0.8], [0.1, 0.6, 0.1], [0.2, 0.0, 0.3], [0.0, 0.4, 0.3], [-0.5, -0.2, 0.9], [2.2, 0.6, -0.2], [-1.0, -1.0, -0.8], [-0.9, 0.0, 1.1], [-0.1, -0.6, 1.6], [-0.7, 0.1, -0.6], [-0.1, 0.2, -1.0], [0.2, 0.3, 0.6], [-1.0, 0.2, 1.0], [2.3, -0.8, -1.5], [-0.3, -0.2, -0.1], [-0.5, -0.1, -0.2], [0.2, 0.6, -0.4], [0.0, -0.2, 0.3], [-0.5, -0.5, -0.3], [0.1, 0.9, -0.3], [-0.6, 0.2, 0.7], [-0.2, 1.1, -0.4], [0.4, -0.2, -0.1], [-0.2, 0.2, -0.5], [0.2, -0.3, 0.4], [0.1, -0.3, 0.0], [0.5, 0.0, 0.4], [0.6, 0.1, -0.1], [0.1, 0.2, 0.3], [0.0, 0.0, 0.1], [-0.6, -0.2, -0.2], [0.6, -0.3, -0.8], [0.1, -0.2, -0.2], [-0.3, 0.5, 0.1], [0.4, 0.5, -0.8], [-0.1, -0.5, -0.2], [-0.6, -0.3, 0.8], [0.7, 1.3, -0.1], [1.4, -1.2, -0.3], [-1.2, -0.9, 0.1], [-1.4, 0.2, -1.2], [0.0, 0.1, 0.3], [0.4, 0.0, 0.4], [-1.3, 1.6, 1.4], [0.0, -0.1, -0.5], [0.7, -0.2, 0.2], [-0.1, -0.5, -0.4], [-0.2, 0.1, 0.4], [0.5, 0.3, -0.5], [-0.4, 0.3, 0.3], [0.5, 0.0, -0.2], [0.0, -0.4, 0.1], [-0.3, -0.1, 0.5], [0.1, 0.3, -0.5], [-0.2, -0.1, 0.2], [0.4, 0.1, 0.0], [0.6, -0.3, -0.1], [-0.2, 0.2, 0.4], [0.2, -0.1, 0.3], [0.2, 0.5, 0.3], [0.2, 0.2, 0.2], [-0.3, -0.6, -0.4], [-0.3, 0.4, -0.2], [0.3, -0.8, -0.2], [0.7, 0.7, 0.7], [0.3, -0.7, -1.0], [-0.3, 0.9, 0.3], [-2.5, 0.0, 0.7], [-0.3, -0.2, -0.3], [0.8, 0.2, 0.2], [-0.5, 0.0, 0.2], [-0.1, -1.0, -0.2], [0.7, 0.2, -0.1], [0.0, 0.2, -0.4], [0.1, -0.4, 0.4], [-0.4, -0.8, 0.0], [0.5, 0.0, -0.1], [0.5, 0.2, 0.1], [-0.4, 0.5, -0.3], [0.3, 0.0, -0.1], [0.5, 0.3, -0.1], [0.5, -0.2, 0.7], [-0.4, -1.1, -0.8], [0.4, 1.3, 1.3], [-0.2, -1.2, -0.7], [-0.2, -1.0, -0.7], [-0.2, 0.9, -0.6], [-0.2, 0.5, 0.1], [-0.2, 0.2, 0.1], [-0.3, -0.3, 0.1], [-0.3, 0.2, -0.1], [0.8, -0.1, -0.1], [-0.4, 0.0, 0.3], [0.5, 0.3, -0.3], [0.1, 0.8, 0.6], [0.0, -0.3, 0.2], [-0.1, 0.0, 0.1], [0.4, 0.0, -0.1], [-0.4, -1.3, 0.4], [0.6, 0.5, 0.4], [-0.5, 0.8, 0.2], [-0.9, -1.8, 1.2], [1.4, 1.9, 0.0], [-0.9, -0.3, -0.5], [0.0, 0.3, -0.2], [-0.1, -0.4, -0.1], [0.1, 0.3, 0.0], [0.0, -1.5, -0.4], [0.4, 1.0, -0.4], [-0.1, -0.4, 0.1], [0.8, 0.2, -0.1], [0.3, 0.1, -0.6], [0.0, 0.3, 0.0], [0.2, 0.4, 0.6], [-0.6, -0.2, -0.6], [-0.3, -0.3, -0.6], [1.0, -1.5, -0.1], [-0.4, -0.7, 1.2], [-0.6, 0.4, 0.2], [0.8, -0.1, -0.4], [0.8, 0.4, -0.6], [0.1, 0.6, -0.2], [0.3, -0.4, -0.1], [-0.4, -0.3, 0.1], [-0.2, 0.2, -0.2], [0.2, 0.7, 0.2], [0.1, 0.7, 0.3], [-0.4, 0.0, -0.2], [0.2, 0.3, 0.1], [-0.5, -0.1, 0.2], [-0.6, -0.1, -0.1], [0.0, 0.2, 0.2], [-0.7, 0.7, 0.3], [-0.9, -0.3, 1.7], [2.6, 0.9, -1.2], [-0.4, -0.5, 1.4], [0.6, 0.2, -0.1], [-0.4, 0.4, -0.1], [0.0, -0.3, 0.2], [-0.1, 0.5, -1.0], [0.3, -1.0, -0.6], [-0.1, -0.8, 0.1], [-0.3, 0.7, 0.3], [-0.2, -0.2, -0.4], [0.0, -0.1, 0.1], [-0.1, 0.0, 0.1], [-0.1, 0.0, -0.1], [-0.3, -0.4, 0.3], [0.3, 0.4, -0.4], [-0.3, 0.4, -0.8], [0.8, 0.6, 0.3], [-1.8, -1.2, 1.5], [-0.1, 1.7, -1.6], [-1.5, -0.2, 0.9], [0.8, -1.1, -0.2], [-0.4, 0.4, 0.3], [0.3, 0.0, 0.3], [0.6, -0.3, 0.2], [0.2, 0.3, 0.1], [0.1, 0.3, -0.5], [-0.2, 0.2, -0.2], [0.1, 0.3, -0.3], [0.0, -0.4, -0.3], [0.4, 0.2, 0.1], [0.3, -0.6, 0.2], [1.1, -0.2, 0.1], [0.6, 1.1, 1.0], [-1.3, -2.9, -0.2], [1.3, 1.2, -2.3], [-1.9, 0.0, -0.9], [0.5, 1.5, -0.1], [-0.3, -1.7, 0.5], [0.6, 0.8, 0.5], [0.3, -0.1, 0.1], [0.2, 0.2, 1.1], [0.2, 0.0, 0.3], [0.3, 0.0, -0.6], [-0.4, -2.0, 1.3], [0.0, 1.6, -1.4], [-0.9, -1.5, -0.4], [0.0, 0.2, 0.2], [-0.6, 0.1, -0.2], [0.6, 0.6, 0.0], [0.1, -0.4, 0.2], [0.1, 0.0, 0.2], [0.5, 1.1, -0.1]],
  "lowdin_charge": [-0.040, -0.421, -0.013, -0.133, -0.182, -0.170, -0.476, 0.011, -0.042, -0.112, -0.039, 0.075, 0.071, 0.080, 0.068, 0.074, 0.056, 0.111, 0.117, 0.107, 0.109, 0.125, 0.122, 0.062, 0.055, 0.065, 0.099, 0.076, 0.064, 0.086, -0.039, -0.477, -0.035, -0.137, -0.188, -0.108, -0.470, -0.016, -0.045, -0.115, -0.006, 0.069, 0.079, 0.073, 0.096, 0.078, 0.073, 0.111, 0.108, 0.106, 0.087, 0.083, 0.122, 0.057, 0.082, 0.076, 0.075, 0.086, 0.088, 0.101, -0.027, -0.449, -0.021, -0.158, -0.174, -0.106, -0.468, -0.018, -0.041, -0.127, 0.000, 0.080, 0.061, 0.082, 0.079, 0.068, 0.053, 0.108, 0.112, 0.074, 0.113, 0.109, 0.115, 0.057, 0.069, 0.073, 0.083, 0.079, 0.083, 0.079, -0.123, -0.184, -0.199, -0.459, -0.052, 0.030, 0.085, 0.078, 0.076, 0.112, 0.123, 0.133, 0.081, 0.071, 0.077, 0.073, 0.076, -0.079, -0.193, -0.173, -0.403, -0.064, 0.045, 0.082, 0.066, 0.086, 0.105, 0.089, 0.128, 0.083, 0.076, 0.073, 0.022, 0.064, -0.100, -0.184, -0.186, -0.451, -0.052, 0.091, 0.077, 0.068, 0.090, 0.101, 0.111, 0.134, 0.072, 0.084, 0.078, 0.047, 0.075, -0.119, -0.191, -0.151, -0.419, -0.088, 0.036, 0.073, 0.084, 0.071, 0.105, 0.120, 0.130, 0.080, 0.074, 0.076, 0.061, 0.057, -0.109, -0.173, -0.175, -0.424, -0.044, 0.046, 0.081, 0.081, 0.084, 0.124, 0.098, 0.116, 0.084, 0.083, 0.076, 0.071, 0.102, -0.145, -0.205, -0.144, -0.451, -0.066, 0.033, 0.079, 0.088, 0.080, 0.124, 0.117, 0.143, 0.064, 0.075, 0.070, 0.072, 0.070, -0.085, -0.278, -0.157, -0.100, 0.011, 0.108, 0.103, 0.100, 0.105, 0.067, -0.052, -0.233, -0.214, -0.107, 0.089, 0.110, 0.118, 0.113, 0.108, -0.002]
}